No. 1
Below is a molecular structure, C37H31HfN8O4S4 in a non-equilibrium geometry, with properties calculated with the ωB97M-V functional and the def2-TZVPD basis.

The value obtained for the HOMO energy is -10.375 eV. The total energy is -103624.9691 eV. The net charge is +1. As for the spin multiplicity: 1.

Each line ends with the Mulliken charge.
Cartesian coordinates (Å):
Hf (-10.0200, -20.1167, 1.6489)  0.834
N (-10.8992, -17.7665, 4.1339)  -0.034
C (-10.1236, -18.7964, 4.5377)  0.270
N (-9.4886, -19.6708, 3.8801)  1.142
C (-8.7814, -20.5949, 4.6557)  -0.392
C (-8.8459, -20.4373, 6.0039)  -0.405
S (-9.7967, -19.0349, 6.3029)  -0.194
C (-8.1239, -21.6993, 3.8988)  -0.774
C (-7.1873, -22.5155, 4.2740)  -0.253
S (-6.8180, -23.6492, 3.0415)  -0.278
C (-7.9583, -22.9179, 2.0531)  0.028
N (-8.4782, -21.8148, 2.5777)  0.879
N (-8.1553, -23.2348, 0.7220)  -0.240
H (-10.6395, -17.1725, 3.3468)  -0.028
H (-11.2075, -17.2496, 4.8852)  0.328
H (-8.6008, -21.2071, 6.7468)  0.428
H (-6.6908, -22.4455, 5.1968)  0.534
H (-7.9636, -24.1127, 0.3267)  0.217
H (-8.7523, -22.6781, 0.1297)  0.136
N (-18.1400, -13.6871, 0.5767)  -0.478
C (-17.4308, -14.5014, 0.9640)  0.037
C (-16.5852, -15.5422, 1.3657)  0.197
C (-15.6991, -15.5088, 2.4248)  -0.634
C (-14.6797, -16.4575, 2.6546)  -0.170
C (-14.6223, -17.5707, 1.8193)  -1.196
C (-15.5423, -17.6318, 0.7707)  -0.354
C (-16.4989, -16.6621, 0.5728)  -0.608
C (-13.3728, -18.4294, 1.8995)  1.382
C (-13.3108, -19.6437, 2.6539)  -0.031
C (-14.2991, -20.3360, 3.4697)  -0.522
C (-13.7207, -21.4726, 3.9815)  -1.171
C (-12.3491, -21.4265, 3.5360)  -0.146
N (-12.1248, -20.4199, 2.7291)  0.195
C (-12.3333, -17.8903, 1.0914)  0.344
C (-12.4040, -16.5572, 0.4985)  -0.423
C (-11.1372, -16.1985, 0.2131)  -1.232
C (-10.2430, -17.2731, 0.4763)  -0.327
N (-10.9651, -18.2640, 1.0168)  0.206
H (-15.5910, -14.6979, 3.0689)  0.484
H (-13.9166, -16.2003, 3.4001)  0.406
H (-15.5372, -18.4957, 0.0590)  0.376
H (-17.2198, -16.9396, -0.1633)  0.461
H (-15.2290, -19.8663, 3.7137)  0.545
H (-14.1054, -22.1568, 4.7431)  0.387
H (-11.5246, -22.0420, 3.7842)  0.441
H (-13.2894, -15.9859, 0.3240)  0.532
H (-10.8636, -15.2229, -0.1009)  0.561
H (-9.1386, -17.2897, 0.4347)  0.367
H (-10.6198, -21.7912, 1.2036)  -0.487
O (-5.9890, -17.5950, 1.6441)  -0.594
S (-6.3433, -18.9243, 1.7147)  1.021
O (-6.2406, -19.5838, 3.0031)  -0.597
N (-7.8254, -19.2701, 1.2033)  -0.113
C (-7.8243, -20.1125, 0.1839)  1.224
O (-8.9257, -20.5295, -0.2926)  -0.959
C (-6.4806, -20.3196, -0.3662)  0.035
C (-6.2988, -20.9253, -1.6202)  -0.483
C (-4.9871, -20.8994, -1.9904)  -0.640
C (-3.9728, -20.4056, -1.1131)  -0.517
C (-4.1715, -19.8131, 0.1502)  -1.100
C (-5.5107, -19.7803, 0.4331)  0.622
H (-7.2200, -21.3575, -2.1061)  0.436
H (-4.7087, -21.2661, -2.9864)  0.418
H (-3.0013, -20.6301, -1.4988)  0.430
H (-3.2776, -19.4602, 0.7130)  0.467
C (-7.0573, -10.7075, 0.8785)  -1.448
C (-7.2905, -12.0850, 1.5512)  0.760
C (-8.4497, -12.3611, 2.2340)  -0.828
C (-8.5092, -13.5080, 3.0182)  -0.231
C (-7.4442, -14.4056, 3.0553)  0.273
C (-6.3085, -14.1653, 2.3056)  -0.469
C (-6.2278, -13.0132, 1.5988)  -0.672
S (-7.5820, -15.6154, 4.3245)  0.868
C (-5.9623, -15.1848, 4.9978)  -1.453
O (-8.5025, -15.0939, 5.3753)  -0.754
H (-6.5329, -10.1378, 1.6810)  0.315
H (-7.9582, -10.1783, 0.5300)  0.388
H (-6.1936, -10.6819, 0.1105)  0.294
H (-9.1630, -11.5453, 2.2019)  0.400
H (-9.4190, -13.6637, 3.5960)  0.476
H (-5.5542, -14.9003, 2.1646)  0.445
H (-5.3334, -12.9398, 1.0051)  0.318
H (-5.9870, -14.1503, 5.1811)  0.518
H (-5.1354, -15.3212, 4.3177)  0.402
H (-5.8215, -15.7229, 5.9032)  0.405

=====

No. 2
Below is a molecular structure, C37H32BrFN3O3ReS3, with properties calculated with the ωB97M-V functional and the def2-TZVPD basis.

Its expectation value of S² is 0.78. The value obtained for the HOMO energy (alpha / beta) is -10.182 / -10.154 eV. The total energy is -156891.3224 eV. The net charge is +1. As for the spin multiplicity: 2.

Each line ends with the Löwdin spin population.
Cartesian coordinates (Å):
Re (0.2607, 0.3228, 0.0302)  0.863
O (0.3563, 1.1484, 1.9981)  0.014
S (0.4260, 1.6519, 3.4115)  0.003
C (2.2083, 1.9447, 3.7212)  0.001
C (3.0165, 2.0812, 2.4287)  0.000
C (3.9553, 0.8935, 2.2063)  0.000
C (4.5397, 0.8651, 0.7988)  0.003
S (3.4642, -0.0259, -0.3993)  0.005
O (2.2113, -0.3737, 0.4172)  0.025
C (4.3214, -1.5770, -0.4613)  0.001
C (5.2411, -1.7527, -1.4850)  0.000
C (5.9594, -2.9387, -1.5396)  0.000
C (5.7399, -3.9246, -0.5870)  0.000
C (4.8002, -3.7377, 0.4196)  0.000
C (4.0788, -2.5568, 0.4898)  0.000
C (-0.1293, 3.3385, 3.2942)  0.002
C (-0.0563, 4.0101, 2.0813)  0.000
C (-0.4903, 5.3267, 2.0320)  0.000
C (-0.9824, 5.9470, 3.1742)  0.000
C (-1.0558, 5.2557, 4.3760)  0.000
C (-0.6335, 3.9359, 4.4406)  0.000
H (2.5349, 1.0972, 4.3256)  0.000
H (2.2405, 2.8366, 4.3469)  0.000
H (3.5963, 3.0048, 2.4580)  0.000
H (2.3383, 2.1714, 1.5792)  0.000
H (3.4268, -0.0427, 2.3979)  0.000
H (4.7819, 0.9387, 2.9185)  0.000
H (5.4947, 0.3441, 0.7597)  0.000
H (4.6725, 1.8678, 0.3912)  0.000
H (5.3885, -0.9819, -2.2329)  0.000
H (6.6802, -3.0957, -2.3304)  0.000
H (6.2965, -4.8512, -0.6369)  0.000
H (4.6175, -4.5191, 1.1452)  0.000
H (3.3164, -2.4102, 1.2452)  0.000
H (0.3218, 3.5072, 1.1979)  0.000
H (-0.4426, 5.8708, 1.0980)  0.000
H (-1.3184, 6.9744, 3.1245)  0.000
H (-1.4523, 5.7382, 5.2590)  0.000
H (-0.7045, 3.3797, 5.3683)  0.000
Br (-6.3247, -3.4579, -0.0601)  0.000
C (-6.0628, -2.1213, -1.3681)  0.000
C (-6.8836, -1.0045, -1.3784)  0.000
C (-6.6831, -0.0302, -2.3425)  0.000
C (-5.6379, -0.1484, -3.2494)  0.000
C (-4.8464, -1.2924, -3.2593)  0.000
C (-5.0652, -2.2843, -2.3164)  0.000
N (-5.5195, 0.9251, -4.1980)  0.000
N (-4.4362, 1.4579, -4.4703)  0.000
C (-3.2253, 1.1000, -3.7795)  -0.001
C (-2.1552, 0.6738, -4.5132)  -0.002
C (-0.9523, 0.2653, -3.9004)  -0.001
C (-0.8372, 0.2967, -2.5383)  0.004
O (0.2649, -0.0865, -1.8612)  0.011
C (-1.8865, 0.8780, -1.7870)  0.009
N (-1.6341, 1.0488, -0.4521)  -0.001
C (-2.5595, 1.5822, 0.3209)  0.014
C (-3.7897, 2.0124, -0.1913)  -0.001
C (-4.0523, 1.8733, -1.5289)  0.015
C (-3.0913, 1.2841, -2.3773)  0.000
H (-7.6810, -0.9072, -0.6550)  0.000
H (-7.3300, 0.8365, -2.3979)  0.000
H (-4.0708, -1.4239, -3.9995)  0.000
H (-4.4598, -3.1803, -2.3159)  0.000
H (-2.2538, 0.6144, -5.5897)  0.000
H (-0.1312, -0.1039, -4.4999)  0.000
H (-2.3092, 1.6871, 1.3684)  0.000
H (-4.5123, 2.4588, 0.4762)  0.000
H (-4.9894, 2.2255, -1.9395)  0.001
F (1.1244, 2.0351, -0.2934)  0.043
S (-0.5963, -1.5772, 0.9506)  -0.008
C (0.4028, -2.9692, 0.4698)  0.007
C (1.0044, -3.0736, -0.7808)  -0.002
C (1.7175, -4.2181, -1.1086)  0.000
C (1.8395, -5.2577, -0.1980)  -0.003
C (1.2394, -5.1526, 1.0501)  0.001
C (0.5209, -4.0142, 1.3845)  -0.002
H (0.9062, -2.2732, -1.5025)  0.000
H (2.1800, -4.2954, -2.0851)  0.000
H (2.3932, -6.1493, -0.4618)  0.000
H (1.3205, -5.9628, 1.7635)  0.000
H (0.0421, -3.9354, 2.3529)  0.000

=====

No. 3
Below is a molecular structure, C37H32F4N4O2PPtSb2, with properties calculated with the ωB97M-V functional and the def2-TZVPD basis.

Its expectation value of S² is 2.05. The value obtained for the HOMO energy (alpha / beta) is -9.758 / -10.523 eV. The total energy is -85415.1140 eV. The net charge is +1. As for the spin multiplicity: 3.

Each line ends with the Löwdin spin population.
Cartesian coordinates (Å):
Pt (0.5753, 0.5160, 1.6586)  0.303
O (-0.4099, -0.5615, 4.8167)  0.009
C (-0.7719, 0.3432, 4.1040)  0.016
O (0.0651, 1.1820, 3.4944)  0.037
C (-2.2262, 0.6039, 3.8419)  0.002
C (-3.0791, 0.8608, 4.9071)  0.000
C (-4.4205, 1.1179, 4.6724)  0.000
C (-4.9255, 1.1053, 3.3776)  0.000
C (-4.0841, 0.8339, 2.3124)  0.001
C (-2.7322, 0.5800, 2.5391)  0.002
P (-1.6683, 0.2102, 1.1368)  0.034
C (-2.1226, -1.4066, 0.4872)  0.000
C (-2.9347, -2.2603, 1.2314)  0.000
C (-3.2076, -3.5399, 0.7642)  0.000
C (-2.6762, -3.9676, -0.4426)  0.000
C (-1.8685, -3.1181, -1.1905)  0.000
C (-1.5854, -1.8445, -0.7280)  0.000
C (-2.0110, 1.4791, -0.0917)  0.019
C (-2.6374, 1.2124, -1.3038)  0.003
C (-2.8546, 2.2442, -2.2079)  0.003
C (-2.4547, 3.5345, -1.8989)  0.004
C (-1.8429, 3.8067, -0.6793)  0.001
C (-1.6187, 2.7829, 0.2232)  0.018
H (-2.6867, 0.8611, 5.9153)  0.000
H (-5.0781, 1.3292, 5.5049)  0.000
H (-5.9732, 1.3062, 3.2005)  0.000
H (-4.4775, 0.8227, 1.3025)  0.000
H (-3.3508, -1.9342, 2.1761)  0.000
H (-3.8398, -4.1991, 1.3437)  0.000
H (-2.8956, -4.9625, -0.8068)  0.000
H (-1.4585, -3.4502, -2.1353)  0.000
H (-0.9624, -1.1898, -1.3196)  0.000
H (-2.9535, 0.2081, -1.5531)  0.000
H (-3.3352, 2.0353, -3.1541)  0.000
H (-2.6241, 4.3342, -2.6074)  0.000
H (-1.5471, 4.8178, -0.4340)  0.000
H (-1.1591, 2.9977, 1.1838)  0.006
C (2.3810, 3.4677, 3.3163)  0.005
Sb (2.7956, 1.8777, 2.0000)  0.022
C (4.6781, 1.2091, 2.6805)  -0.001
C (3.3016, 2.8706, 0.2095)  0.008
H (3.2800, 4.0710, 3.4304)  0.001
H (2.0631, 3.0740, 4.2783)  0.000
H (1.5806, 4.0743, 2.8974)  0.000
H (5.3525, 2.0637, 2.6627)  0.000
H (5.0607, 0.4270, 2.0295)  0.000
H (4.5926, 0.8362, 3.6992)  0.000
H (4.0558, 3.6265, 0.4214)  0.001
H (2.4073, 3.3423, -0.1942)  0.000
H (3.6898, 2.1585, -0.5163)  0.000
F (-0.0841, 0.6959, -2.8609)  -0.009
C (0.6377, 0.2340, -3.9036)  -0.011
C (0.2436, 0.5992, -5.1616)  0.070
F (-0.8199, 1.3934, -5.2640)  0.019
C (0.9184, 0.1549, -6.3181)  0.015
C (2.0166, -0.6955, -6.0604)  0.071
C (2.3988, -1.0533, -4.7901)  -0.015
F (3.4562, -1.8556, -4.6530)  -0.011
C (1.7299, -0.6013, -3.6476)  0.087
C (2.1181, -0.9630, -2.3081)  0.037
C (1.5453, -0.4106, -1.1807)  0.024
N (1.1212, -0.0627, -0.1612)  0.044
C (3.1129, -1.9147, -1.9419)  0.005
N (3.8760, -2.6448, -1.4778)  0.016
F (2.7272, -1.1773, -7.0708)  0.020
C (0.5231, 0.5359, -7.6328)  0.292
C (-0.5822, 1.3921, -7.8840)  0.031
N (-1.4658, 2.0862, -8.1387)  0.151
C (1.1976, 0.0958, -8.8015)  0.030
N (1.7021, -0.2275, -9.7855)  0.155
C (0.5557, -3.3274, 1.0423)  0.050
Sb (1.3018, -2.0318, 2.5306)  0.286
C (3.3743, -2.0530, 2.1458)  0.048
C (1.1415, -3.1331, 4.3174)  0.075
H (0.9187, -4.3273, 1.2805)  0.008
H (0.9430, -3.0148, 0.0744)  0.000
H (-0.5325, -3.3113, 1.0386)  0.000
H (3.7245, -3.0737, 2.3011)  0.008
H (3.8829, -1.3838, 2.8333)  0.000
H (3.5575, -1.7679, 1.1104)  0.000
H (1.7078, -4.0518, 4.1630)  0.011
H (0.0947, -3.3440, 4.5129)  0.000
H (1.5518, -2.5506, 5.1363)  0.000